Entry 1:
Density functional theory data (ωB97M-V/def2-TZVPD) for a structure of composition C3H7IO2S.

Computed properties:
M: 234.06 g/mol
energy above the lowest of the compared OMol25 structures with the same formula, charge and spin: 26.1 kcal/mol
HOMO-LUMO gap: 9.98 eV
E_tot: -26253.6191 eV

```
! wB97M-V def2-TZVPD RIJCOSX def2/J DEFGRID3
* xyz 0 1
C -0.41954 0.19644 -1.72546
C 1.47756 -0.72933 0.95206
C -1.07631 -0.00295 -0.33570
O -0.55586 0.02563 2.44386
O 0.33756 1.88719 0.99926
S 0.03450 0.46939 1.18466
I -2.61761 1.33353 -0.10663
H -0.02771 1.15191 -1.81013
H 0.25461 -0.56897 -1.87956
H -1.14958 0.18118 -2.49170
H 2.00624 -0.97755 1.93544
H 1.01147 -1.65812 0.42469
H 2.31917 -0.35667 0.38171
H -1.59450 -0.95166 0.02748
*
```

Charges obtained by Löwdin population analysis, quoted in units of e:
1. C -0.171
2. C -0.140
3. C -0.883
4. O -0.369
5. O -0.395
6. S 0.550
7. I 0.973
8. H 0.054
9. H 0.046
10. H 0.055
11. H 0.082
12. H 0.090
13. H 0.040
14. H 0.068

---

Entry 2:
Density functional theory data (ωB97M-V/def2-TZVPD) for a cluster of 9 separate species, C26H36O29 in total.

Computed properties:
M: 812.54 g/mol
SMILES string: O=C(O)OCOO.O=C1OCCO1.O=C1OCCO1.O=C1OCCO1.O=C1OCCO1.O=C1OCCO1.O=C1OCCO1.O=C1OCCO1.O=C1OCCO1
HOMO-LUMO gap: 10.34 eV
E_tot: -86920.6001 eV

```
! wB97M-V def2-TZVPD RIJCOSX def2/J DEFGRID3
* xyz 0 1
O -3.01102 -0.20208 -0.21661
C -3.24886 -0.26548 -1.32844
O -4.18603 0.51670 -1.88896
O -2.66648 -1.14683 -2.16101
C -1.94620 -0.48803 -3.17759
O -0.89051 0.16175 -2.52151
O -0.32948 1.09508 -3.40340
H -4.89088 -0.10403 -2.12950
H -2.61436 0.22138 -3.66633
H -1.57810 -1.19200 -3.90654
H -1.07553 1.61653 -3.72995
O 2.86794 5.44937 -1.88446
C 2.68846 4.31150 -1.60144
O 3.64478 3.47297 -1.13063
C 3.00349 2.26543 -0.69376
C 1.72748 2.26876 -1.50187
O 1.49833 3.66958 -1.70720
H 3.63175 1.40241 -0.89395
H 2.82346 2.32946 0.37989
H 1.84113 1.78649 -2.47032
H 0.89135 1.81435 -0.97778
O -3.13338 0.44648 6.20649
C -3.34984 0.46031 5.04019
O -2.40795 0.32337 4.07603
C -3.07903 0.15578 2.81720
C -4.41495 0.80625 3.07718
O -4.58227 0.61780 4.48921
H -2.52935 0.63526 2.01602
H -3.16218 -0.91011 2.60073
H -4.40522 1.87642 2.86272
H -5.22959 0.34402 2.52780
O 4.63921 0.42783 1.39619
C 5.70390 0.37345 0.87066
O 5.92571 -0.18304 -0.34449
C 7.26763 0.13029 -0.73486
C 7.93929 0.38789 0.59411
O 6.85113 0.85007 1.40354
H 7.70900 -0.69845 -1.28269
H 7.25163 1.01437 -1.37500
H 8.34422 -0.52133 1.03905
H 8.72646 1.13469 0.52867
O -7.05397 -0.51729 -1.87923
C -7.37571 0.46068 -2.47245
O -8.16308 0.46461 -3.57217
C -8.50878 1.82126 -3.86549
C -7.38185 2.58547 -3.21242
O -6.99827 1.71667 -2.14230
H -8.56715 1.97815 -4.93954
H -9.47932 2.04103 -3.41817
H -6.52584 2.72403 -3.87620
H -7.69172 3.55229 -2.82520
O -8.76226 0.91758 1.12817
C -8.83456 0.56357 2.25655
O -9.98524 0.21347 2.88522
C -9.64434 -0.36441 4.14965
C -8.28240 0.23181 4.42338
O -7.77761 0.45602 3.10279
H -10.38403 -0.10234 4.90175
H -9.61235 -1.45032 4.04243
H -8.33897 1.18840 4.94533
H -7.62529 -0.43477 4.97556
O 8.82587 -2.75457 2.71609
C 7.66855 -3.00058 2.59885
O 6.92910 -3.69623 3.48755
C 5.55055 -3.57649 3.10690
C 5.64723 -3.26726 1.63048
O 6.91822 -2.60882 1.54419
H 5.01358 -4.49756 3.31668
H 5.10036 -2.76152 3.67552
H 5.67460 -4.16449 1.00980
H 4.85231 -2.61355 1.27944
O 11.99987 2.49314 2.99087
C 11.84193 1.36884 3.32966
O 12.81815 0.56794 3.82974
C 12.20348 -0.62570 4.32756
C 10.91710 -0.68380 3.53721
O 10.66239 0.70102 3.26680
H 12.84616 -1.48612 4.15974
H 12.03184 -0.51228 5.39984
H 11.02989 -1.21163 2.59020
H 10.09536 -1.12651 4.08910
O -1.77505 -1.70174 -5.96282
C -2.93312 -1.88910 -6.14742
O -3.73755 -2.58248 -5.30734
C -5.09195 -2.39928 -5.73384
C -4.92305 -2.05050 -7.19565
O -3.62913 -1.43669 -7.21668
H -5.66979 -3.30518 -5.57276
H -5.53585 -1.58574 -5.15638
H -4.90368 -2.93262 -7.83771
H -5.67975 -1.36108 -7.56068
*
```

Charges obtained by Löwdin population analysis, quoted in units of e:
1. O 0.235
2. C -0.647
3. O 0.127
4. O 0.089
5. C -0.200
6. O -0.081
7. O -0.003
8. H 0.100
9. H 0.135
10. H 0.118
11. H 0.108
12. O 0.161
13. C -0.573
14. O 0.061
15. C -0.114
16. C -0.122
17. O 0.061
18. H 0.118
19. H 0.133
20. H 0.120
21. H 0.129
22. O 0.160
23. C -0.574
24. O 0.062
25. C -0.124
26. C -0.116
27. O 0.046
28. H 0.114
29. H 0.133
30. H 0.137
31. H 0.122
32. O 0.148
33. C -0.588
34. O 0.043
35. C -0.104
36. C -0.110
37. O 0.077
38. H 0.134
39. H 0.135
40. H 0.113
41. H 0.138
42. O 0.161
43. C -0.575
44. O 0.062
45. C -0.113
46. C -0.108
47. O 0.066
48. H 0.132
49. H 0.136
50. H 0.134
51. H 0.136
52. O 0.169
53. C -0.564
54. O 0.060
55. C -0.117
56. C -0.115
57. O 0.044
58. H 0.132
59. H 0.133
60. H 0.136
61. H 0.135
62. O 0.151
63. C -0.558
64. O 0.074
65. C -0.100
66. C -0.100
67. O 0.046
68. H 0.134
69. H 0.138
70. H 0.136
71. H 0.132
72. O 0.167
73. C -0.572
74. O 0.058
75. C -0.116
76. C -0.131
77. O 0.053
78. H 0.132
79. H 0.132
80. H 0.127
81. H 0.119
82. O 0.158
83. C -0.568
84. O 0.064
85. C -0.108
86. C -0.112
87. O 0.067
88. H 0.136
89. H 0.129
90. H 0.134
91. H 0.132

---

Entry 3:
Density functional theory data (ωB97M-V/def2-TZVPD) for the molecule C5H9NO.

Computed properties:
M: 99.13 g/mol
SMILES string: C[C@H](C#N)CCO
energy above the lowest of the compared OMol25 structures with the same formula, charge and spin: 27.0 kcal/mol
HOMO-LUMO gap: 11.14 eV
E_tot: -8868.0409 eV

```
! wB97M-V def2-TZVPD RIJCOSX def2/J DEFGRID3
* xyz 0 1
C -1.91431 -0.20557 0.34489
C -0.76458 -0.22602 -0.68104
C -0.05814 -1.51508 -0.61493
N 0.53517 -2.50195 -0.50376
C 0.26463 0.91693 -0.49399
C 1.36628 0.63894 0.54300
O 2.41360 -0.17792 0.06549
H -2.57462 0.64866 0.15820
H -1.53647 -0.12733 1.37036
H -2.51434 -1.11883 0.27336
H -1.20861 -0.15634 -1.68212
H 0.73659 1.15374 -1.45425
H -0.28766 1.81340 -0.18189
H 0.91085 0.23180 1.45757
H 1.82989 1.59294 0.80738
H 2.34008 -1.07082 0.41972
*
```

Charges obtained by Löwdin population analysis, quoted in units of e:
1. C -0.062
2. C -0.349
3. C -0.201
4. N 0.166
5. C -0.145
6. C -0.271
7. O -0.072
8. H 0.083
9. H 0.082
10. H 0.084
11. H 0.141
12. H 0.122
13. H 0.117
14. H 0.121
15. H 0.115
16. H 0.068

---

Which maximum force belongs to each record? In order, 2.95, 5.55, 1.06 eV Å⁻¹.